The following is a quantum chemistry calculation of 20 unconnected molecules or ions with the total composition C114H148N28O32, from the OMol25 dataset.

Element x y z (Å)
C1 -3.51244 5.40520 1.28090
N1 -4.07625 6.68290 1.78503
C2 -4.48575 6.80116 3.07716
C3 -5.17692 7.88026 3.45210
C4 -5.42600 8.89592 2.56292
C5 -4.94948 8.78660 1.26007
C6 -4.28559 7.62793 0.89041
C7 -6.16320 10.12247 2.97989
C8 -7.42122 10.05785 3.55015
C9 -8.11862 11.27452 3.76885
N2 -7.61618 12.44612 3.32112
C10 -6.39279 12.52098 2.82820
C11 -5.63785 11.40024 2.64165
C12 -8.41419 13.64830 3.56103
H1 -4.17908 4.57464 1.48556
H2 -2.57560 5.31171 1.78264
H3 -3.37338 5.55319 0.17096
H4 -4.22731 6.01263 3.71996
H5 -5.46059 7.93333 4.49654
H6 -5.09826 9.59970 0.55034
H7 -3.74941 7.56954 -0.07844
H8 -7.92890 9.14292 3.88597
H9 -9.09043 11.41989 4.22450
H10 -6.16192 13.53277 2.60875
H11 -4.65213 11.54674 2.23907
H12 -8.76484 13.90178 2.55500
H13 -7.89619 14.44281 4.06289
H14 -9.33590 13.41159 4.09796
C13 -4.14106 -1.05682 0.18357
N3 -3.86245 -1.30630 1.62568
C14 -3.35558 -2.49633 2.02742
C15 -3.19093 -2.75386 3.36213
C16 -3.54002 -1.77900 4.28524
C17 -3.85271 -0.49587 3.86902
C18 -4.06714 -0.28271 2.51031
C19 -3.62826 -2.16386 5.77878
C20 -3.16200 -1.43756 6.84918
C21 -3.35002 -1.89407 8.17227
N4 -4.03983 -2.98680 8.37172
C22 -4.51393 -3.71711 7.34155
C23 -4.31511 -3.35440 6.03322
C24 -4.28913 -3.48107 9.70843
H15 -4.20057 -1.96582 -0.36314
H16 -3.34935 -0.58582 -0.26169
H17 -5.08639 -0.47495 -0.00241
H18 -3.12102 -3.23378 1.31521
H19 -2.76872 -3.71503 3.58363
H20 -4.16188 0.30982 4.49170
H21 -4.40376 0.66772 2.18365
H22 -2.49931 -0.56701 6.61395
H23 -2.91297 -1.36039 8.97869
H24 -5.00057 -4.61758 7.56567
H25 -4.67952 -4.07678 5.34284
H26 -3.48268 -4.09983 9.99866
H27 -5.23868 -4.01956 9.64751
H28 -4.42100 -2.66594 10.40167
C25 3.33694 -3.67422 3.56523
N5 2.59512 -2.86868 2.57071
C26 2.29906 -3.29069 1.31590
C27 1.42518 -2.47723 0.51913
C28 0.93445 -1.30664 1.03786
C29 1.41563 -0.84907 2.25308
C30 2.24143 -1.66747 3.04671
C31 -0.05524 -0.47038 0.31422
C32 0.05978 -0.44685 -1.07052
C33 -0.55014 0.56200 -1.78772
N6 -1.25771 1.50124 -1.13376
C34 -1.41121 1.42992 0.19805
C35 -0.88532 0.44210 0.95110
C36 -2.09363 2.48879 -1.84935
H29 4.08545 -3.08954 4.09931
H30 3.80810 -4.51868 3.00430
H31 2.60634 -4.03888 4.29815
H32 2.59452 -4.34376 1.10368
H33 1.23104 -2.76243 -0.45362
H34 1.11527 0.11319 2.71709
H35 2.49160 -1.49725 4.07776
H36 0.75120 -1.06005 -1.60524
H37 -0.50965 0.81015 -2.84531
H38 -1.92104 2.24505 0.63918
H39 -0.92556 0.46735 2.04082
H40 -2.94393 2.00192 -2.36904
H41 -1.48224 3.04291 -2.55864
H42 -2.52209 3.25201 -1.20961
C37 3.72026 11.80866 4.55869
N7 3.38154 10.37084 4.91837
C38 4.01389 9.73185 5.96370
C39 3.73506 8.39939 6.31676
C40 2.78922 7.71669 5.58240
C41 2.18140 8.39690 4.51881
C42 2.48044 9.71554 4.19959
C43 2.36576 6.33425 5.82796
C44 1.06141 5.95908 5.34689
C45 0.67397 4.61250 5.16736
N8 1.55611 3.68587 5.61733
C46 2.74755 4.04038 6.21408
C47 3.18818 5.33230 6.31768
C48 1.22164 2.14473 5.47075
H43 2.90103 12.51671 4.78537
H44 4.04146 11.86445 3.49562
H45 4.61113 12.05626 5.11943
H46 4.86231 10.27876 6.42695
H47 4.29215 8.06119 7.19849
H48 1.43298 7.90424 3.91511
H49 2.11574 10.15168 3.30822
H50 0.41754 6.70707 4.92756
H51 -0.22225 4.33575 4.58767
H52 3.41584 3.19787 6.50646
H53 4.18683 5.58417 6.60161
H54 0.46394 2.16590 4.63407
H55 0.70178 1.76765 6.35161
H56 2.21059 1.64153 5.24945
C49 1.33739 7.14478 -1.48373
N9 1.79729 5.92549 -2.12939
C50 2.76510 6.09475 -3.07349
C51 3.21768 5.03618 -3.76929
C52 2.53862 3.81114 -3.58860
C53 1.43647 3.66776 -2.70516
C54 1.17099 4.76711 -1.93554
C55 2.94691 2.62042 -4.40495
C56 2.84170 1.30837 -3.88298
C57 3.33143 0.26665 -4.64934
N10 3.92399 0.42934 -5.82411
C58 3.97306 1.68498 -6.37978
C59 3.47175 2.78003 -5.75010
C60 4.54193 -0.77840 -6.52337
H57 0.53644 7.60906 -2.02233
H58 2.16371 7.88725 -1.31579
H59 0.89782 6.83066 -0.53969
H60 3.02877 7.11479 -3.29966
H61 4.08269 5.21173 -4.37524
H62 0.88022 2.73512 -2.75727
H63 0.47825 4.82613 -1.13750
H64 2.44609 1.10201 -2.93049
H65 3.29353 -0.75651 -4.31598
H66 4.35703 1.63027 -7.37104
H67 3.48763 3.74166 -6.17224
H68 5.55820 -0.93872 -6.14950
H69 4.66103 -0.37344 -7.58204
H70 3.83381 -1.59422 -6.32017
C61 3.42315 -8.08507 -0.75930
N11 2.94037 -7.35891 -1.93088
C62 2.61388 -6.07549 -1.88290
C63 2.05487 -5.40483 -2.94503
C64 1.81963 -6.13829 -4.07851
C65 2.24403 -7.46402 -4.20721
C66 2.83154 -8.01823 -3.09080
C67 1.11141 -5.34603 -5.15620
C68 0.42423 -4.19231 -4.81061
C69 -0.16429 -3.38930 -5.80461
N12 -0.35327 -3.86967 -7.02760
C70 0.23035 -4.98120 -7.38092
C71 1.04772 -5.71943 -6.52048
C72 -1.05790 -3.03900 -8.05536
H71 3.88373 -7.48038 -0.06049
H72 4.17382 -8.84057 -1.16918
H73 2.52778 -8.58134 -0.41693
H74 2.95628 -5.57233 -0.97014
H75 1.82920 -4.35044 -2.86985
H76 2.15205 -8.02604 -5.08552
H77 3.23966 -9.03657 -3.12581
H78 0.27309 -3.70981 -3.88237
H79 -0.43454 -2.33628 -5.66443
H80 0.13213 -5.26298 -8.42282
H81 1.52767 -6.58349 -6.84280
H82 -0.43272 -2.78269 -8.94000
H83 -1.23287 -2.04429 -7.54535
H84 -1.95684 -3.51417 -8.41587
C73 5.49573 -1.47587 0.91059
N13 6.78888 -0.93478 1.42122
C74 6.93329 0.41803 1.46245
C75 8.01567 0.94879 2.13750
C76 8.86558 0.07928 2.88423
C77 8.79209 -1.28561 2.69010
C78 7.68192 -1.75776 2.00849
C79 9.92910 0.57465 3.82082
C80 9.52504 1.30939 4.93146
C81 10.43839 1.61402 5.91678
N14 11.67755 1.36481 5.66600
C82 12.11713 0.75422 4.56472
C83 11.28502 0.30940 3.58351
C84 12.77292 1.82224 6.56661
H85 4.76316 -1.13262 1.64564
H86 5.57011 -2.58340 0.77784
H87 5.33652 -1.06582 -0.10882
H88 6.11828 1.03596 1.01900
H89 8.14329 2.05534 2.14768
H90 9.56227 -1.98508 3.13135
H91 7.43896 -2.78562 1.84262
H92 8.45335 1.51793 4.99288
H93 10.17014 2.08829 6.87722
H94 13.12129 0.50768 4.49856
H95 11.67763 -0.30224 2.74496
H96 12.85553 2.89921 6.62781
H97 13.71630 1.40624 6.26702
H98 12.58117 1.46347 7.59676
C85 -1.59410 4.34228 -6.31807
N15 -3.08552 4.23186 -6.10260
C86 -3.73036 3.11569 -5.78699
C87 -5.06195 3.11708 -5.48575
C88 -5.75894 4.22865 -5.84143
C89 -5.12129 5.40675 -6.20489
C90 -3.74968 5.40915 -6.12384
C91 -7.23824 4.20181 -5.85260
C92 -7.96840 4.31923 -7.00322
C93 -9.31858 4.43761 -6.94522
N16 -9.90984 4.38641 -5.78998
C94 -9.26023 4.15656 -4.65199
C95 -7.91183 4.04396 -4.65844
C96 -11.38522 4.38152 -5.63450
H99 -1.14620 3.54417 -5.76573
H100 -1.30867 5.36190 -5.96424
H101 -1.56159 4.27234 -7.40086
H102 -3.12478 2.23945 -5.74199
H103 -5.58053 2.24030 -5.11206
H104 -5.75048 6.25471 -6.47537
H105 -3.22597 6.31374 -6.33357
H106 -7.50417 4.39141 -7.97194
H107 -10.04186 4.51657 -7.71942
H108 -9.89803 4.06216 -3.79644
H109 -7.30513 4.01160 -3.77091
H110 -11.80635 4.72634 -6.57103
H111 -11.70758 5.11760 -4.90943
H112 -11.76452 3.36747 -5.38845
C97 -6.85245 -3.97957 -5.79818
C98 -6.98767 -5.54658 -5.53637
C99 -8.02226 -5.77868 -4.34604
C100 -8.87560 -7.03279 -4.47618
C101 -9.50445 -7.28601 -5.84917
C102 -8.40762 -7.33321 -6.97031
N17 -7.53638 -6.14701 -6.86271
O1 -7.11701 -5.71863 -7.96751
C103 -9.07380 -7.17009 -8.34420
C104 -7.45795 -8.60448 -6.88802
C105 -5.61839 -6.17156 -5.20562
H113 -7.89319 -3.56263 -5.86449
H114 -6.36405 -3.81233 -6.77882
H115 -6.39747 -3.61338 -4.92965
H116 -8.66623 -4.86461 -4.37825
H117 -7.40530 -5.63737 -3.43066
H118 -9.67667 -7.03716 -3.71637
H119 -8.27118 -7.92122 -4.29084
H120 -10.24993 -6.52845 -6.18005
H121 -10.00641 -8.25522 -5.91905
H122 -8.46988 -7.54134 -9.13430
H123 -9.28995 -6.06342 -8.53761
H124 -10.03175 -7.66829 -8.35591
H125 -7.02978 -8.91014 -5.91958
H126 -6.78423 -8.62981 -7.71853
H127 -8.28181 -9.27386 -7.11400
H128 -5.35134 -5.90123 -4.18551
H129 -4.82661 -5.68578 -5.86786
H130 -5.66533 -7.24416 -5.40642
C106 9.09144 -9.08595 1.23972
C107 8.31135 -9.63613 2.50119
C108 8.50474 -8.69062 3.70829
C109 7.52326 -8.85497 4.80468
C110 6.08899 -8.71015 4.28054
C111 5.72861 -9.70347 3.06865
N18 6.87314 -9.78523 2.09658
O2 6.59874 -9.85022 0.96803
C112 4.39719 -9.23611 2.45838
C113 5.67103 -11.22888 3.46592
C114 8.99862 -10.93492 2.99534
H131 8.71210 -8.11470 0.89657
H132 9.01193 -9.80890 0.42600
H133 10.14446 -8.97824 1.52035
H134 8.42689 -7.65117 3.32700
H135 9.54080 -8.83378 4.06387
H136 7.79477 -8.23469 5.66383
H137 7.66144 -9.88808 5.12671
H138 6.14907 -7.77083 3.76863
H139 5.27737 -8.71640 4.99601
H140 3.99120 -9.96677 1.75801
H141 4.52170 -8.25382 1.99664
H142 3.74414 -9.14699 3.32506
H143 4.72299 -11.36183 4.03608
H144 6.39447 -11.45382 4.23874
H145 5.71198 -11.95216 2.69967
H146 8.84034 -11.79025 2.42008
H147 8.61831 -11.14831 3.94526
H148 10.04289 -10.70376 2.98928
N19 -1.93843 6.28883 -2.86461
O3 -2.23449 6.76158 -1.74843
O4 -0.84219 6.64133 -3.37054
O5 -2.63163 5.40298 -3.35089
N20 3.72039 -2.54736 -2.35782
O6 3.61226 -1.48750 -1.81117
O7 4.05984 -3.54234 -1.71820
O8 3.54818 -2.75069 -3.58612
N21 0.64253 5.91748 2.06010
O9 1.52640 6.66319 2.37558
O10 -0.36407 6.00756 2.71510
O11 0.83946 5.08596 1.17913
N22 4.66814 1.37722 3.77162
O12 5.71099 0.69078 3.84847
O13 4.41884 2.17910 4.64747
O14 3.92164 1.21387 2.77779
N23 -0.48107 -1.43758 5.14796
O15 -0.69815 -2.49918 4.61003
O16 -0.29685 -1.30152 6.36611
O17 -0.36874 -0.45196 4.37341
N24 -0.75240 -3.50813 -1.18814
O18 -1.16955 -3.08764 -0.08645
O19 0.08595 -4.41970 -1.21440
O20 -1.15582 -2.95683 -2.23755
N25 -0.52653 0.39045 -5.56116
O21 0.34148 -0.44291 -5.25039
O22 -0.65512 1.40678 -4.82406
O23 -1.33946 0.21129 -6.44457
N26 5.57603 -5.54494 1.38147
O24 5.94486 -4.49498 1.94580
O25 6.36509 -6.47380 1.23531
O26 4.35003 -5.73735 1.18885
N27 -5.27693 1.25133 -2.10131
O27 -4.30753 0.52139 -2.37031
O28 -6.26222 0.79843 -1.55638
O29 -5.21148 2.44398 -2.38347
N28 -2.94761 3.97198 4.35057
O30 -1.93352 3.22545 4.22763
O31 -2.84521 5.03269 4.87072
O32 -4.05822 3.60127 3.91357

The value obtained for the gap between HOMO and LUMO is 5.54 eV. The calculated total energy comes out at -227738.53484 eV. Its charge is +8. Its highest occupied orbital energy is -18.164 eV.

The following is a quantum chemistry calculation of a molecular structure, C4H16BInO4, from the OMol25 dataset.

Element x y z (Å)
In1 0.00997 -0.96852 1.10918
B1 -0.97817 -3.77587 1.06394
H1 -0.01797 -4.45076 1.00963
H2 -2.03048 -4.33668 1.07855
H3 -0.81013 -3.22681 2.14845
H4 -1.17072 -2.99161 0.16326
C1 -2.47336 0.18364 -0.88446
C2 -1.44219 0.74559 -1.87563
O1 -0.19767 0.65511 -1.19792
O2 -1.91746 -0.99650 -0.29842
H5 -3.33749 -0.10715 -1.48435
H6 -2.77405 0.96917 -0.19031
H7 -1.70966 1.79190 -2.03018
H8 -1.46934 0.19501 -2.81461
H9 0.44425 1.08634 -1.77428
H10 -2.60633 -1.57116 0.06490
C3 2.06264 2.26535 1.09377
C4 2.82757 1.39891 0.09243
O3 2.65931 -0.00212 0.39456
O4 0.71230 1.82165 1.28026
H11 1.94598 3.25023 0.63501
H12 2.60940 2.43448 2.02223
H13 3.84899 1.76226 0.01440
H14 2.25125 1.65122 -0.80226
H15 3.48231 -0.32375 0.00050
H16 0.08107 2.54007 1.18135

The value obtained for the gap between HOMO and LUMO is 5.16 eV. The calculated total energy comes out at -18423.63866 eV. Its charge is +2. Its relative energy (zero: lowest compared OMol25 entry of this formula, charge and spin) is 38.3 kJ/mol. Its highest occupied orbital energy is -17.935 eV.

The following is a quantum chemistry calculation of 2 unconnected molecules or ions with the total composition C2H5OS, from the OMol25 dataset.

Element x y z (Å)
S1 -1.38227 0.07348 -2.28319
H1 -0.85086 1.18483 -2.82134
O1 0.19191 -1.64743 1.76649
C1 -0.19833 -0.75414 1.03684
C2 0.71047 0.32786 0.55114
H2 -1.21239 -0.82594 0.62228
H3 1.67006 0.17347 1.04320
H4 0.30448 1.33491 0.61320
H5 0.76694 0.13296 -0.52863

The value obtained for the gap between HOMO and LUMO is 6.91 eV. The calculated total energy comes out at -15038.49584 eV. Its charge is -1. Its relative energy (zero: lowest compared OMol25 entry of this formula, charge and spin) is 7.4 kJ/mol. Its highest occupied orbital energy is -2.784 eV.

The following is a quantum chemistry calculation of 2 unconnected molecules or ions with the total composition C4H11NO2S, from the OMol25 dataset.

Element x y z (Å)
C1 -2.66134 2.79828 -5.00552
N1 -2.42270 2.26429 -3.65697
C2 -2.39512 1.01019 -3.27569
O1 -2.64072 0.09108 -4.09862
C3 -2.01493 0.67519 -1.83878
S1 -0.37099 -0.04745 -1.79517
C4 0.00000 0.00000 0.00000
H1 -1.75048 2.81024 -5.62745
H2 -2.98224 3.83912 -4.83153
H3 -3.45786 2.27229 -5.55824
H4 -2.36016 2.94197 -2.89318
H5 -2.75875 -0.01898 -1.40253
H6 -2.06590 1.62375 -1.27038
H7 -0.70553 -0.67853 0.50837
H8 -0.19034 1.02962 0.34679
H9 1.02734 -0.28291 0.28485
O2 -3.51295 1.46507 -7.29398
H10 -3.74414 0.64333 -6.80455
H11 -3.89743 2.19206 -6.75369

The value obtained for the gap between HOMO and LUMO is 9.34 eV. The SMILES is CNC(=O)CSC.O. The calculated total energy comes out at -20745.99078 eV. Its charge is 0. Its relative energy (zero: lowest compared OMol25 entry of this formula, charge and spin) is 126.6 kJ/mol. Its highest occupied orbital energy is -8.759 eV.

The following is a quantum chemistry calculation of 3 unconnected molecules or ions with the total composition C9H16F6NO4, from the OMol25 dataset.

Element x y z (Å)
C1 -0.64167 -2.57283 2.88856
N1 -2.14429 -2.56228 2.85334
H1 -0.29355 -2.18137 1.92840
H2 -0.24644 -3.58499 2.96803
H3 -0.22342 -1.93114 3.66138
H4 -2.58263 -2.25208 3.71795
H5 -2.45432 -3.51778 2.68435
H6 -2.46484 -1.97949 2.07678
C2 -3.58794 2.06929 -1.80922
C3 -2.19024 1.50405 -1.66571
O1 -1.71966 1.61985 -0.30369
C4 -2.14612 0.70307 0.53548
O2 -2.87491 -0.21064 0.27891
C5 -1.53184 0.92061 1.90853
F1 -1.58150 2.17605 2.30367
F2 -0.25105 0.55102 1.92143
F3 -2.17163 0.18725 2.83214
H7 -3.62220 3.09803 -1.44909
H8 -3.90025 2.04955 -2.85212
H9 -4.30834 1.49751 -1.22338
H10 -1.49157 2.07635 -2.27216
H11 -2.13627 0.46729 -1.99778
C6 2.38112 0.88366 0.39091
C7 3.66856 1.05067 -0.38787
O3 3.89016 -0.07399 -1.25135
C8 3.20785 -0.06013 -2.39168
O4 2.44737 0.79118 -2.72711
C9 3.56714 -1.28160 -3.22989
F4 3.57204 -2.39475 -2.49626
F5 4.77601 -1.14797 -3.76504
F6 2.70660 -1.46098 -4.21796
H12 2.38392 -0.06296 0.93546
H13 2.25218 1.69981 1.10146
H14 1.51952 0.86987 -0.27816
H15 4.51779 1.08202 0.29206
H16 3.67443 1.97785 -0.96037

The value obtained for the gap between HOMO and LUMO is 9.90 eV. The calculated total energy comes out at -35571.72742 eV. Its charge is +1. Its highest occupied orbital energy is -13.423 eV.